Entry 1:
Below is 3 unconnected molecules or ions with the total composition C4H13NO2, with properties calculated with ωB97M-V with the def2-TZVPD basis set.

Summary:
calculated total energy = -365.36886 Ha
SMILES = CC(C)=CN.O.O
ΔE to the lowest compared entry with this formula, charge and spin = 193.30 kJ/mol
net charge = 0

Positions of all 20 atoms, in Å:
C 1.7714 0.2856 0.3286
C 0.8773 -0.9650 0.2796
C 0.9192 -1.8319 1.5233
C 0.1533 -1.2850 -0.8366
N 0.0020 -0.3645 -1.9293
H 2.8699 0.0380 0.4422
H 1.9030 0.8696 -0.5946
H 1.7377 0.9336 1.2160
H 0.9650 -2.8580 1.2577
H 1.8602 -1.5754 2.2618
H 0.1072 -1.5633 2.1037
H -0.1007 -2.4014 -0.9811
H -0.4568 -0.8429 -2.6854
H -0.5856 0.5109 -1.7160
O -2.8717 0.8122 0.8900
H -2.7799 1.0094 -0.0790
H -2.1069 0.3218 1.1043
O -1.3926 2.5607 -1.0095
H -2.0965 3.0401 -0.3464
H -0.7755 3.3055 -1.2292

***

Entry 2:
Below is a molecular structure, C8H19BN2, with properties calculated with ωB97M-V with the def2-TZVPD basis set.

Summary:
calculated total energy = -450.46525 Ha
ΔE to the lowest compared entry with this formula, charge and spin = 327.53 kJ/mol
net charge = 0

Positions of all 30 atoms, in Å:
B -0.2310 1.7934 -0.0082
C 2.3151 2.1837 0.2855
C 3.2597 0.8309 0.4015
C -4.3525 -1.2469 -0.0244
C 2.3027 -2.2670 0.1541
C -1.7340 1.5333 -0.0209
C -3.6581 0.0868 0.1549
C -2.1462 0.0436 -0.1259
C 3.0375 -1.4799 -0.8268
N 0.9799 2.1187 0.1043
N 2.6490 0.0090 -0.7112
H 2.3907 2.5647 1.4207
H 2.8073 2.8469 -0.4163
H 4.2817 1.1304 0.1931
H 3.0832 0.3831 1.4005
H -4.4951 -1.8631 0.8513
H -3.7151 -1.7877 -0.8231
H -5.2406 -1.1237 -0.5999
H 2.5493 -3.2625 0.4565
H 2.2725 -1.5772 1.0047
H 1.2348 -2.2386 -0.1459
H -1.9888 2.0747 -0.9168
H -2.3682 2.0046 0.8150
H -4.1391 0.9444 -0.3827
H -3.8144 0.2950 1.2368
H -1.8786 -0.4520 -1.0755
H -1.7150 -0.4762 0.7249
H 4.1485 -1.4298 -0.9231
H 2.7365 -1.7376 -1.9374
H 1.4285 0.0992 -0.2659

***

Entry 3:
Below is a molecular structure, C4H4GaO6, with properties calculated with ωB97M-V with the def2-TZVPD basis set.

Summary:
calculated total energy = -2530.05334 Ha
expectation value of S² = 1.0983
multiplicity = 2
ΔE to the lowest compared entry with this formula, charge and spin = 280.31 kJ/mol
net charge = +2

Positions of all 15 atoms, in Å:
O 2.6920 -0.8780 -0.5292
C 1.7106 -0.2777 -0.0118
O 1.8668 0.8629 0.5129
O 0.5335 -0.8749 -0.0408
O -1.2874 -1.3981 1.1370
C -2.2504 -1.7084 0.1905
C -0.5129 -0.3412 0.7333
Ga 3.4919 0.5889 0.0668
H -3.2279 -1.8591 0.6497
H -1.8513 -2.1661 -0.7200
H -0.1870 0.3234 1.5368
C -1.8343 0.3509 -0.3232
O -2.5477 1.1774 0.1848
H -1.7263 1.1791 -2.0235
O -1.4907 0.3399 -1.6001

***

Entry 4:
Below is C21H27N3O2 in the gas phase, with properties calculated with ωB97M-V with the def2-TZVPD basis set.

Summary:
calculated total energy = -1131.21970 Ha
SMILES = CCN(CC(=O)NCC(=O)Nc1cccc(C)c1C)Cc1ccccc1
ΔE to the lowest compared entry with this formula, charge and spin = 48.63 kJ/mol
net charge = 0

Positions of all 53 atoms, in Å:
C -4.2079 -2.7945 0.9638
C -3.4474 -2.4661 -0.3162
N -3.0253 -1.0714 -0.3448
C -1.8172 -0.8846 -1.1271
C -0.5989 -1.3808 -0.3639
O 0.3880 -1.8503 -0.9093
N -0.7122 -1.2276 0.9624
C 0.2917 -1.6562 1.9106
C 1.4492 -0.6410 2.0320
O 1.6071 0.0154 3.0389
N 2.2052 -0.6211 0.9157
C 3.3280 0.1680 0.6250
C 3.7003 1.2252 1.4464
C 4.8095 1.9831 1.1264
C 5.5428 1.6910 -0.0069
C 5.1861 0.6352 -0.8379
C 6.0258 0.3555 -2.0523
C 4.0691 -0.1410 -0.5271
C 3.6581 -1.3079 -1.3812
C -4.0853 -0.1594 -0.7538
C -3.7330 1.2511 -0.3643
C -3.7063 2.2773 -1.2976
C -3.3662 3.5645 -0.9164
C -3.0399 3.8356 0.4006
C -3.0619 2.8163 1.3387
C -3.4098 1.5341 0.9580
H -3.5956 -2.5641 1.8318
H -4.4544 -3.8528 0.9827
H -5.1329 -2.2281 1.0341
H -2.5482 -3.0858 -0.3557
H -4.0647 -2.7161 -1.1944
H -1.6721 0.1873 -1.2976
H -1.8491 -1.3819 -2.1095
H -1.5619 -0.7930 1.2928
H 0.6972 -2.6186 1.5805
H -0.1696 -1.7695 2.8917
H 1.8937 -1.2275 0.1594
H 3.1240 1.4403 2.3298
H 5.1003 2.8039 1.7646
H 6.4100 2.2872 -0.2522
H 6.8419 1.0708 -2.1160
H 5.4335 0.4343 -2.9632
H 6.4545 -0.6450 -2.0073
H 2.6330 -1.1995 -1.7355
H 4.2994 -1.4092 -2.2489
H 3.7184 -2.2345 -0.8093
H -4.9993 -0.4527 -0.2311
H -4.2819 -0.2199 -1.8378
H -3.9555 2.0696 -2.3290
H -3.3521 4.3554 -1.6518
H -2.7698 4.8382 0.6964
H -2.8088 3.0230 2.3680
H -3.4395 0.7380 1.6877

***

Entry 5:
Below is 2 unconnected molecules or ions with the total composition C5H5N3O4, with properties calculated with ωB97M-V with the def2-TZVPD basis set.

Summary:
calculated total energy = -658.59106 Ha
ΔE to the lowest compared entry with this formula, charge and spin = 316.79 kJ/mol
net charge = 0

Positions of all 17 atoms, in Å:
C 1.8205 2.2027 1.1181
C -0.2815 -0.8322 0.0641
C -0.3526 0.5125 0.4390
C -1.5030 -1.4837 -0.0368
C 1.7134 1.2363 0.1505
N 1.8262 3.0867 1.8486
N -1.4905 -2.7934 -0.3785
N 1.6639 1.7637 -1.1334
O 1.7378 0.8530 -1.9779
O -2.7127 -0.9660 0.1639
O 1.5359 2.9472 -1.3258
O -1.1235 1.3000 0.7956
H 0.6260 -1.3892 0.1563
H 2.2041 0.3122 0.2824
H -0.6771 -3.3465 -0.4335
H -2.3609 -3.3091 -0.3457
H -2.6260 -0.0943 0.6132

***

Entry 6:
Below is a molecular structure, C3H2CoO3, with properties calculated with ωB97M-V with the def2-TZVPD basis set.

Summary:
calculated total energy = -1723.86078 Ha
expectation value of S² = 6.0077
multiplicity = 5
ΔE to the lowest compared entry with this formula, charge and spin = 90.11 kJ/mol
net charge = -1

Positions of all 9 atoms, in Å:
C 1.7154 -0.4265 -1.4976
C 0.1888 -0.2514 -1.4490
O -0.4560 -0.6484 -2.6457
C -1.0804 -1.9411 -2.6740
O -1.0696 -2.3275 -3.8508
O 2.1079 -0.8239 -2.6230
Co 0.5740 -0.8876 -4.4931
H -0.0413 0.8129 -1.2667
H -0.2045 -0.8436 -0.6036

***

Entry 7:
Below is C5H9NO in the gas phase, with properties calculated with ωB97M-V with the def2-TZVPD basis set.

Summary:
calculated total energy = -325.79607 Ha
SMILES = CC(C)(C)C1=NO1
ΔE to the lowest compared entry with this formula, charge and spin = 371.46 kJ/mol
net charge = 0

Positions of all 16 atoms, in Å:
C 1.3219 0.6889 -0.1850
C -0.0524 0.0091 -0.0388
C 0.1251 -1.1257 0.9942
C -1.1551 1.0295 0.3818
C -0.4126 -0.6072 -1.3613
N -1.2480 -0.5893 -2.2962
O 0.1283 -1.5346 -2.1443
H 2.0958 -0.0306 -0.4796
H 1.5972 1.0968 0.7927
H 1.3082 1.5185 -0.8973
H 0.4308 -0.6802 1.9464
H 0.9138 -1.8273 0.6933
H -0.7936 -1.6940 1.1744
H -1.7445 0.5800 1.2058
H -0.7145 1.9875 0.7692
H -1.8204 1.2571 -0.4918

***

Entry 8:
Below is a molecular structure, C15H23F5NPSr, with properties calculated with ωB97M-V with the def2-TZVPD basis set.

Summary:
calculated total energy = -1511.26246 Ha
ΔE to the lowest compared entry with this formula, charge and spin = 0.00 kJ/mol
net charge = 0

Positions of all 46 atoms, in Å:
C -1.0062 2.3454 -3.0154
C -1.3440 2.5802 -1.6864
C -0.7156 1.8727 -0.6338
C 0.3595 1.0402 -0.9269
C 0.5886 0.6948 -2.2531
C -0.0062 1.4201 -3.3168
C -1.1553 2.1489 0.7771
C -2.1860 1.2453 1.4990
N -2.1670 -0.1853 1.3673
Sr 2.6181 1.1293 0.7284
C 1.6380 -0.3621 -2.5831
P 1.4575 -1.8644 -1.5922
H -2.1114 3.2987 -1.4355
H 0.2604 1.1706 -4.3477
H -1.4750 2.9203 -3.8192
H 2.6733 0.0278 -2.4702
H 1.5096 -0.7463 -3.6104
H -0.2908 2.2731 1.4530
H -1.6357 3.1424 0.7632
H -2.0695 1.4039 2.5805
C 2.6658 -3.1753 -1.8465
C -0.1371 -2.6059 -2.0669
H -3.2065 1.5664 1.2235
C -2.5955 -0.8473 0.1774
C -1.7767 -0.9795 2.4688
H 2.2029 -1.2577 -0.3938
H -3.6936 -1.0581 0.2011
H -2.3910 -0.2630 -0.7355
H -2.0921 -1.8326 0.0934
H -2.6603 -1.2439 3.1097
H -1.3212 -1.9356 2.1442
H -1.0889 -0.4067 3.1103
H 0.0089 -3.0815 -3.0451
H -0.4447 -3.3752 -1.3489
H -0.9354 -1.8621 -2.1341
H 2.4974 -3.5521 -2.8759
H 3.6848 -2.7661 -1.7719
H 2.5457 -3.9886 -1.1026
H 0.9130 -1.6236 -0.2599
F 0.2274 1.9587 4.1840
C 1.1987 1.6145 3.3051
F 1.7984 2.8346 2.9183
C 2.1785 0.7992 4.0905
F 2.9233 1.5121 4.9649
F 1.4963 -0.0941 4.8405
F 3.0599 0.1079 3.2713

***

Entry 9:
Below is 10 unconnected molecules or ions with the total composition C24H54BF4N5O4, with properties calculated with ωB97M-V with the def2-TZVPD basis set.

Summary:
calculated total energy = -1945.65865 Ha
ΔE to the lowest compared entry with this formula, charge and spin = 162.70 kJ/mol
net charge = 0

Positions of all 92 atoms, in Å:
C 3.9255 0.5235 2.5395
C 3.4385 1.2695 1.3635
C 4.3315 1.1935 0.1505
N 3.9435 1.7885 -1.2415
C 3.5865 3.3475 -1.0005
C 2.7705 0.9525 -1.7645
C 2.8755 1.1995 -3.2515
C 4.3095 1.6195 -3.6035
C 5.0185 1.6075 -2.2645
H 3.1085 0.5705 3.3055
H 4.7245 1.1605 2.8135
H 4.1325 -0.5645 2.4145
H 3.3475 2.3355 1.6065
H 2.3775 0.9135 0.8945
H 4.7115 0.0725 0.0645
H 5.1375 1.7535 0.3645
H 2.7945 3.5575 -0.0925
H 3.3105 3.8835 -1.8845
H 4.4455 3.6875 -0.5125
H 1.7175 1.0615 -1.3405
H 2.9875 0.0065 -1.4955
H 2.2275 1.9705 -3.4175
H 2.5835 0.3995 -3.9235
H 4.1695 2.6875 -3.8375
H 4.8905 0.9245 -4.3315
H 5.8555 2.1685 -2.1385
H 5.5375 0.6635 -2.1215
B -0.4965 -0.5015 -0.0415
F -0.9445 0.5245 -0.6815
F 0.0165 -0.1815 1.2095
F -1.4225 -1.4345 0.2305
F 0.5925 -1.0685 -0.6845
C -0.0395 3.7505 0.4885
C 0.1635 3.6305 -0.9665
N 0.2455 3.5985 -2.1095
H -0.1495 2.7745 0.9915
H 0.7845 4.4175 0.9955
H -0.9845 4.1965 0.5465
C 1.7065 -2.5915 2.2635
C 3.0705 -3.0685 2.8575
N 4.1265 -3.3515 3.3135
H 1.4435 -2.2985 1.2085
H 1.0775 -3.4335 2.6235
H 1.4095 -1.7675 2.7995
C -0.9805 1.4035 -4.2805
C -0.4405 -0.0145 -4.2935
N 0.0505 -1.0425 -4.4615
H -0.2485 2.0045 -4.7105
H -1.8895 1.3555 -4.7195
H -1.1225 1.8475 -3.2405
C -2.5065 -2.0685 -2.4155
C -3.3265 -1.7605 -3.7145
N -3.8255 -1.5935 -4.7565
H -3.2225 -2.4765 -1.6525
H -1.7465 -2.9005 -2.6125
H -1.9335 -1.0245 -2.2565
C 1.5295 -5.2965 -0.4945
C 0.0075 -5.1445 -0.1365
O -0.4405 -4.1745 -1.0995
H 2.0685 -4.3805 -0.2205
H 1.5455 -5.4025 -1.5695
H 1.6905 -6.3225 -0.2965
H 0.0085 -4.8345 0.7805
H -0.4055 -6.1285 -0.2055
H -0.3495 -3.2235 -0.7365
C -2.5465 0.0995 5.4135
C -2.0205 0.2805 3.9285
O -0.8075 -0.4085 3.7735
H -2.3295 -1.0795 5.7215
H -3.4955 0.3725 5.6375
H -2.0025 0.6665 6.2395
H -2.1815 1.4295 3.5685
H -2.6115 -0.0815 3.2375
H -0.4055 -0.3585 2.8595
C -4.1095 3.4135 0.6875
C -3.6635 2.0405 0.1655
O -3.1605 2.0675 -1.1205
H -4.9725 3.6155 -0.0015
H -3.2305 3.8515 0.3695
H -4.2385 3.3365 1.7375
H -4.1575 1.1845 0.5985
H -2.6815 1.9265 0.9945
H -2.2295 1.6805 -1.2045
C -5.2955 -1.4925 2.3705
C -4.7535 -1.9605 0.9295
O -5.7945 -2.7995 0.3515
H -4.9115 -0.5615 2.6615
H -5.2555 -2.2775 3.1125
H -6.2935 -0.9725 2.1815
H -3.7795 -2.6015 0.9375
H -4.7655 -1.4105 0.0435
H -5.6285 -2.7285 -0.4445

***

Entry 10:
Below is C4H7ClN2 in the gas phase, with properties calculated with ωB97M-V with the def2-TZVPD basis set.

Summary:
calculated total energy = -726.21163 Ha
SMILES = CC(C)N(Cl)C#N
ΔE to the lowest compared entry with this formula, charge and spin = 338.48 kJ/mol
net charge = 0

Positions of all 14 atoms, in Å:
C 0.1759 1.5310 -0.0020
C -0.3856 0.1309 -0.3396
C -1.2367 -0.6960 0.6603
N 0.6881 -0.8304 -0.7464
Cl 1.5246 -0.3666 -2.3715
C 1.4794 -1.3809 0.0939
N 2.2089 -1.9205 0.8266
H -0.2320 1.8635 0.9259
H 1.3475 1.6225 -0.0117
H -0.1456 2.2662 -0.7631
H -1.0458 0.4630 -1.1146
H -0.7733 -0.7757 1.7411
H -1.3181 -1.7085 0.4302
H -2.2873 -0.1985 0.6711

***

Entry 11:
Below is a molecular structure, C48H54As2N2O2PdS2Si, with properties calculated with ωB97M-V with the def2-TZVPD basis set.

Summary:
calculated total energy = -7806.28087 Ha
expectation value of S² = 6.0262
multiplicity = 5
ΔE to the lowest compared entry with this formula, charge and spin = 0.00 kJ/mol
net charge = +2

Positions of all 112 atoms, in Å:
Pd 0.2667 -0.4943 0.3119
S 2.0154 -1.7577 -0.7942
C 2.1457 -3.1511 0.2422
N 2.6755 -4.2858 -0.2415
C 2.7576 -5.4554 0.6228
C 3.0999 -5.0239 2.0276
N 2.1451 -4.0189 2.4840
C 1.6629 -4.1615 3.8677
C 0.6116 -5.2407 3.9901
C 0.9227 -6.4876 4.5162
C -0.0522 -7.4737 4.6032
C -1.3427 -7.2131 4.1709
C -1.6619 -5.9626 3.6542
C -0.6859 -4.9846 3.5588
C 1.7449 -3.0813 1.5941
S 0.8908 -1.6663 2.2022
C 3.2492 -4.4292 -1.5815
C 4.7568 -4.4854 -1.5257
C 5.4768 -3.4149 -1.0004
C 6.8593 -3.4699 -0.9365
C 7.5337 -4.5941 -1.3983
C 6.8224 -5.6607 -1.9234
C 5.4353 -5.6067 -1.9836
H 3.5426 -6.1052 0.2377
H 1.8028 -5.9946 0.5997
H 4.1079 -4.5992 2.0621
H 3.0507 -5.8717 2.7078
H 1.2790 -3.2031 4.2081
H 2.5353 -4.4042 4.4745
H 1.9241 -6.6869 4.8805
H 0.1945 -8.4399 5.0215
H -2.1031 -7.9783 4.2493
H -2.6734 -5.7466 3.3330
H -0.9382 -4.0059 3.1648
H 2.8978 -3.6006 -2.1942
H 2.8483 -5.3495 -2.0088
H 4.9551 -2.5305 -0.6507
H 7.4146 -2.6330 -0.5347
H 8.6134 -4.6341 -1.3519
H 7.3441 -6.5354 -2.2871
H 4.8809 -6.4409 -2.3984
C -3.1062 -0.1580 -1.3921
C -2.3667 -1.3981 -1.9092
As -1.3916 -2.2631 -0.4636
C -0.8292 -3.9524 -1.1982
C -0.3485 -4.0168 -2.5037
C 0.0147 -5.2407 -3.0459
C -0.0790 -6.3954 -2.2798
C -0.5347 -6.3276 -0.9705
C -0.9138 -5.1079 -0.4276
C -2.8268 -2.7115 0.7520
C -3.8529 -3.5567 0.3271
C -4.9036 -3.8490 1.1821
C -4.9292 -3.3085 2.4625
C -3.9107 -2.4693 2.8870
C -2.8616 -2.1635 2.0290
As -1.8239 1.0378 -0.4869
C -2.0357 2.7381 -1.3954
C -3.3127 3.2185 -1.6681
C -3.4663 4.4554 -2.2730
C -2.3498 5.2129 -2.6057
C -1.0775 4.7325 -2.3356
C -0.9187 3.4932 -1.7274
C -2.6009 1.3788 1.2857
C -3.9556 1.0966 1.4810
C -4.5573 1.1639 2.7249
C -3.7811 1.4722 3.8315
C -2.4411 1.7847 3.6651
C -1.8680 1.8026 2.4006
H -3.9169 -0.4465 -0.7238
H -3.5295 0.3985 -2.2301
H -1.6461 -1.1333 -2.6864
H -3.0635 -2.1294 -2.3247
H -0.2676 -3.1211 -3.1081
H 0.3684 -5.2943 -4.0670
H 0.1962 -7.3501 -2.7082
H -0.6176 -7.2296 -0.3767
H -1.2809 -5.0639 0.5849
H -3.8295 -3.9958 -0.6643
H -5.7003 -4.5031 0.8539
H -5.7475 -3.5457 3.1292
H -3.9321 -2.0488 3.8836
H -2.0707 -1.4991 2.3594
H -4.1967 2.6467 -1.4078
H -4.4593 4.8279 -2.4853
H -2.4733 6.1766 -3.0808
H -0.2072 5.3171 -2.6017
H 0.0782 3.1185 -1.5240
H -4.5655 0.8092 0.6345
H -5.6113 0.9475 2.8292
H -4.2113 1.4806 4.8238
H -1.8330 2.0118 4.5238
H 0.1564 2.0352 1.3042
C 1.9535 2.0980 -0.2111
O 0.8172 1.6307 0.5038
H 1.8269 1.8949 -1.2781
H 2.8545 1.5867 0.1351
H 2.0826 3.1688 -0.0902
C -0.4358 4.1352 4.7052
Si -0.1152 3.9036 2.8900
C -1.1602 4.9998 1.8131
C 1.7142 3.9463 2.5688
O -0.5410 2.2481 2.3142
H 0.0684 5.0629 4.9920
H -0.0054 3.3379 5.3137
H -1.4874 4.2557 4.9574
H -1.0253 6.0486 2.0858
H -2.2204 4.7657 1.9378
H -0.9098 4.8966 0.7559
H 2.1540 4.7428 3.1724
H 1.9672 4.1579 1.5343
H 2.1906 3.0075 2.8619